No. 1
A 2-piece molecular cluster, C2H2N2O2 overall in a non-equilibrium geometry, computed with the ωB97M-V functional and the def2-TZVPD basis.

Cartesian coordinates (Å):
H 0.3237 -1.6371 0.2917
H -1.2040 2.4949 0.4456
N 0.7790 -1.5761 -0.5059
O 1.1029 0.0950 -2.1399
C 0.8033 -0.7064 -1.3351
O -0.1648 -0.5401 1.5576
C -1.0306 1.4105 0.5718
N -0.6095 0.4593 1.1141

The LUMO energy (alpha / beta) comes out at 0.7 / -3.6 eV. The spin multiplicity is 3. The calculation puts the HOMO energy (alpha / beta) at -5.914 / -10.755 eV. Its energy is -9173.1691 eV. Its energy relative to the best compared isomer or geometry (same formula, charge and spin) is 41.6 kcal per mole. Its largest force on an atom is 8.05 eV/A.



No. 2
One molecule with the formula C2H2N2O2S in a non-equilibrium geometry, computed with the ωB97M-V functional and the def2-TZVPD basis.

Cartesian coordinates (Å):
N 0.1743 -0.3264 -1.2355
S -2.1991 0.1432 1.8872
C -0.7436 0.5887 1.8512
H 0.2685 0.9954 1.9596
H 0.0162 -0.5422 -2.3305
C -0.3401 -0.8592 -0.2904
O -2.3341 -0.9925 0.1986
N -1.2050 -1.6426 0.2655
O -1.1256 -2.6126 1.0227

The LUMO energy comes out at -1.0 eV. The calculation puts the HOMO energy at -8.144 eV. Its energy is -20008.1710 eV. Its energy relative to the best compared isomer or geometry (same formula, charge and spin) is 188.6 kcal per mole. Its largest force on an atom is 4.18 eV/A.